Record 1
Here is a structure of composition C12H14CoN2P from the OMol25 dataset. Energies are from wB97M-V/def2-TZVPD.

- Net charge: 0
- <S²>: 6.04
- 2S+1: 5
- E_LUMO (spin up / spin down): 0.46 / -1.53 eV
- HOMO (spin up / spin down): -4.1 / -7.1 eV

Last column: natural (NBO) charge in e.
Geometry (Å):
C: -1.51 -0.38 0.05  0.17
H: 1.00 1.46 -3.28  0.22
C: -2.60 -0.94 0.73  0.08
C: 2.10 1.57 -1.32  -0.11
C: 3.04 0.63 -0.71  -0.22
C: 2.20 -0.32 -2.62  -0.09
N: -0.66 0.20 1.02  -0.64
H: 2.68 3.08 3.61  0.02
C: 3.16 -0.51 -1.59  -0.31
C: -3.58 -1.73 -1.26  -0.21
H: 3.50 1.20 2.91  0.00
H: 1.97 -1.03 -3.41  0.21
H: -2.96 -1.06 2.86  0.43
C: 1.67 0.99 -2.57  -0.39
H: -0.70 0.02 3.20  0.23
H: 2.03 1.29 4.52  0.00
N: -2.36 -0.76 2.09  -0.52
H: -4.46 -1.96 0.79  0.22
H: -2.45 -1.39 -3.06  0.22
H: 3.79 -1.38 -1.44  0.22
C: -1.20 -0.09 2.24  0.21
Co: 0.41 1.86 1.54  0.11
H: -4.40 -2.23 -1.78  0.22
P: 2.20 1.80 3.18  -0.08
C: -2.48 -1.23 -1.98  -0.22
H: -0.57 -0.18 -1.88  0.24
H: 1.75 2.52 -0.91  0.23
C: -1.43 -0.55 -1.34  -0.22
H: 3.51 0.73 0.27  0.21
C: -3.66 -1.60 0.14  -0.22


Record 2
Here is a structure of composition C12H14F3GeNO8RhS from the OMol25 dataset. Energies are from wB97M-V/def2-TZVPD.

- Net charge: -1
- E_LUMO: 2.43 eV
- HOMO: -6.2 eV

Last column: natural (NBO) charge in e.
Geometry (Å):
H: 1.08 -4.36 -0.65  0.22
C: -0.99 -2.21 -2.39  -1.08
H: -0.38 5.53 2.67  0.48
C: 1.28 -3.32 -0.39  -1.08
O: -1.47 -0.14 0.66  -1.03
C: 1.16 2.78 2.57  -0.25
F: -4.41 -1.03 2.78  -0.33
H: -1.14 -1.85 -3.40  0.23
C: -3.75 -0.70 1.66  0.69
H: 1.76 -2.24 -4.36  0.23
O: 0.25 4.90 3.02  -0.65
F: -3.92 -1.70 0.79  -0.33
Ge: 0.92 -2.19 -1.94  1.45
H: -0.98 4.62 0.62  0.24
H: 0.65 -3.03 0.45  0.26
Rh: 0.52 0.10 -0.42  0.98
F: -4.32 0.39 1.15  -0.32
O: -1.51 -1.68 2.56  -0.96
H: -1.56 -1.58 -1.71  0.26
H: 1.56 0.27 -2.76  0.20
H: 2.82 -0.41 -1.66  0.20
H: 1.68 2.77 3.52  0.26
C: -0.33 3.82 0.96  -0.29
H: 2.32 -3.22 -0.07  0.24
C: 0.35 3.85 2.17  0.35
O: -1.96 0.72 2.89  -0.98
O: -1.53 3.33 -1.69  -0.64
S: -1.96 -0.43 2.02  2.36
H: -1.36 -3.23 -2.32  0.22
O: 2.76 0.32 2.93  -0.63
C: -0.85 2.45 -1.20  0.75
C: 1.95 -2.85 -3.48  -1.05
C: 1.75 -0.26 -1.82  -0.77
C: -0.18 2.71 0.16  0.14
O: -0.59 1.28 -1.70  -0.69
H: 1.66 -3.87 -3.69  0.22
O: 1.81 -0.51 1.07  -0.70
N: 0.60 1.72 0.57  -0.34
C: 2.02 0.40 1.96  0.75
H: 3.02 -2.83 -3.26  0.23
C: 1.26 1.70 1.73  0.14


Record 3
Here is a structure of composition C12H14F5IN2OPdTe from the OMol25 dataset. Energies are from wB97M-V/def2-TZVPD.

- Net charge: -2
- E_LUMO: 4.58 eV
- HOMO: 0.7 eV

Last column: natural (NBO) charge in e.
Geometry (Å):
H: 2.65 -3.78 -0.87  0.21
C: 0.65 2.65 0.89  -0.89
F: -1.36 -0.54 4.14  -0.66
C: -1.42 -0.44 -1.49  0.16
H: 0.69 -4.52 -2.31  0.20
C: 2.56 1.10 -0.62  -0.95
H: -0.35 3.07 0.89  0.16
C: 1.79 -1.84 -0.51  0.09
O: -0.50 0.36 1.74  -1.12
C: -2.24 1.59 -0.57  0.10
H: 1.42 3.22 0.27  0.20
I: 0.86 3.11 -2.60  -0.97
H: 2.60 -1.52 0.15  0.24
H: -4.31 2.04 -0.85  0.20
N: 0.79 -1.00 -0.78  -0.40
N: -1.25 0.73 -0.83  -0.40
Te: 0.26 -0.58 3.13  3.31
H: -4.72 -0.05 -2.24  0.20
F: 0.87 0.99 4.04  -0.64
C: 1.80 -3.13 -1.07  -0.26
Pd: 0.69 1.03 -0.17  0.68
H: 2.54 0.83 -1.67  0.20
H: 1.12 2.11 1.72  0.20
C: -0.30 -1.38 -1.48  0.19
H: 2.84 0.44 0.19  0.17
C: -2.68 -0.72 -2.04  -0.22
F: 2.00 -0.66 2.31  -0.65
C: -3.51 1.32 -1.07  -0.25
H: -2.01 2.49 -0.01  0.22
H: -1.24 -2.91 -2.64  0.20
C: 0.72 -3.53 -1.86  -0.20
C: -3.73 0.17 -1.82  -0.21
H: -2.77 -1.64 -2.62  0.19
F: 1.06 -1.60 4.55  -0.63
C: -0.35 -2.66 -2.06  -0.23
H: 2.76 2.19 -0.31  0.20
F: -0.16 -2.26 2.28  -0.66


Record 4
Here is the molecule C12H14FNO2 from the OMol25 dataset. Energies are from wB97M-V/def2-TZVPD.

- SMILES string: O=C(OC1CCCCC1)c1cncc(F)c1
- Net charge: 0
- E_LUMO: 0.12 eV
- HOMO: -10.2 eV

Last column: natural (NBO) charge in e.
Geometry (Å):
H: 2.13 -1.49 0.97  0.23
C: 2.37 0.33 -0.35  -0.41
O: -0.37 -0.73 -0.27  -0.51
H: -3.38 2.78 3.35  0.21
C: 1.77 0.93 -1.63  -0.40
O: -0.65 -2.11 1.58  -0.56
H: 0.93 -2.28 -2.70  0.21
C: -1.59 0.09 1.54  -0.20
C: 1.55 -0.16 -2.67  -0.41
H: 1.99 0.90 0.48  0.21
C: 0.67 -1.29 -2.18  -0.40
H: 0.30 -2.61 -0.52  0.21
C: -2.88 2.04 2.80  -0.03
H: -0.49 -0.10 3.40  0.21
H: 3.45 0.56 -0.49  0.21
H: 0.92 0.20 -3.43  0.21
H: 2.72 -1.82 -0.58  0.22
C: -2.63 0.72 0.92  -0.18
H: -2.90 0.52 -0.09  0.24
C: -1.28 0.41 2.86  0.07
C: 0.64 -1.56 -0.68  0.06
N: -1.92 1.36 3.50  -0.38
F: -4.40 2.38 1.03  -0.32
H: -0.32 -1.11 -2.59  0.21
C: -3.31 1.72 1.58  0.34
H: 2.47 -0.49 -3.10  0.20
H: 2.32 1.68 -2.12  0.21
C: -0.85 -1.04 1.01  0.79
H: 0.73 1.42 -1.50  0.19
C: 1.97 -1.25 -0.09  -0.43